This record from the OMol25 dataset describes a molecular structure, C34H25F3InN6O2S. The level of theory is ωB97M-V/def2-TZVPD.

Geometry as XYZ:
```
72
Properties=species:S:1:pos:R:3
In -1.100 0.826 0.332
S -2.651 2.582 -0.481
F -4.745 2.762 -3.063
F -3.850 3.912 -4.597
F -3.661 4.517 -2.550
O -0.942 0.486 2.374
O 0.330 3.747 0.327
N -2.878 -0.726 0.212
N -0.080 -1.525 -0.073
N 1.793 0.466 1.347
N -0.938 1.259 -1.971
N 1.074 1.217 0.647
N 2.666 -6.101 0.119
C -1.680 2.306 -4.403
C 1.342 -3.918 0.094
C -3.667 -0.852 1.265
C 0.000 -0.329 2.816
C 1.765 -2.868 -0.743
C -0.096 5.100 0.372
C 1.314 -0.403 2.268
C 0.173 -3.698 0.843
C -4.842 -1.589 1.220
C 2.080 4.218 -1.252
C 2.638 -3.421 4.001
C 4.276 -2.673 2.375
C 3.533 -1.568 2.111
C 3.805 -3.617 3.332
C 1.815 -2.298 3.705
C 0.566 -2.113 4.316
C -0.253 0.921 -3.083
C 2.267 -1.378 2.734
C 1.386 3.382 -0.397
C -3.202 -1.307 -0.964
C -4.400 -2.001 -1.101
C 2.887 1.567 -1.002
C -2.379 2.648 -3.263
C 1.816 2.050 -0.236
C 2.090 -5.110 0.155
C 3.156 3.737 -2.002
C 1.021 -1.707 -0.789
C -0.488 -2.505 0.699
C -3.643 3.460 -3.350
C -5.222 -2.130 0.010
C -1.944 2.111 -2.028
C -0.292 -1.132 3.946
C 3.568 2.442 -1.855
C -0.561 1.448 -4.295
H 0.574 0.261 -2.953
H 5.239 -2.808 1.884
H -1.007 5.132 0.974
H -0.002 1.208 -5.194
H 3.864 -0.842 1.374
H 1.772 5.224 -1.310
H -3.327 -0.393 2.172
H 3.691 4.406 -2.697
H 3.266 0.571 -0.743
H -1.955 2.671 -5.373
H -4.656 -2.401 -2.067
H -0.217 -4.467 1.521
H 2.287 -4.117 4.730
H 0.659 5.744 0.783
H -2.527 -1.133 -1.792
H -1.289 -0.991 4.408
H 2.644 -2.976 -1.375
H 4.401 -4.485 3.573
H -1.404 -2.357 1.282
H 0.280 -2.761 5.103
H -6.156 -2.670 -0.060
H 1.356 -0.903 -1.441
H -5.451 -1.670 2.100
H -0.339 5.473 -0.648
H 4.450 2.088 -2.375
```

Results
**Total energy**: -2677.42597 a.u.
**E_HOMO**: -0.3868 hartree
**Orbital gap**: 0.260 Eh
**Charge**: +1

This record from the OMol25 dataset describes 2 unconnected molecules or ions with the total composition C2H2N3O2. The level of theory is ωB97M-V/def2-TZVPD.

Geometry as XYZ:
```
9
Properties=species:S:1:pos:R:3
O -0.901 -1.181 1.361
O 0.402 -0.297 2.985
N -0.073 -0.342 1.806
N 1.385 0.373 -2.759
N 0.560 0.428 0.995
C -0.289 0.285 -0.844
C 0.741 0.234 -1.818
H -0.851 -0.598 -0.640
H -0.975 1.099 -1.084
```

Results
**Total energy**: -392.02348 a.u.
**E_HOMO (spin up / spin down)**: -0.1708 / -0.1709 hartree
**Orbital gap (spin up / spin down)**: 0.323 / 0.323 Eh
**Charge**: -1

This record from the OMol25 dataset describes C14H16N8O2S2 in the gas phase. The level of theory is ωB97M-V/def2-TZVPD.

Geometry as XYZ:
```
42
Properties=species:S:1:pos:R:3
S -1.705 2.184 -0.286
S 1.260 2.632 -0.640
O -4.061 -1.638 0.513
O 0.583 -0.815 -2.379
N 2.902 -2.091 0.594
N -1.151 1.281 2.054
N 0.721 -2.231 -0.061
N -3.451 1.262 1.602
N 0.021 1.646 1.538
N 1.691 -0.144 0.018
N 5.096 -1.861 1.208
N 3.906 0.046 0.774
C -1.815 -0.488 -2.092
C -2.952 -0.738 -1.348
C 0.612 0.127 -3.424
C 2.654 2.043 0.351
C -4.048 -2.427 1.678
C -2.155 1.476 1.272
C -2.885 -1.485 -0.176
C 3.933 -1.291 0.851
C 2.753 0.549 0.365
C 1.803 -1.466 0.172
C -0.512 -1.730 -0.509
C -0.057 2.108 0.346
C -1.658 -1.989 0.230
C -0.576 -0.976 -1.691
H -3.753 -3.459 1.461
H -3.585 0.727 2.446
H -1.905 0.098 -2.992
H 0.786 -3.191 0.243
H -4.082 1.040 0.849
H -5.072 -2.418 2.051
H 5.121 -2.850 1.373
H 1.653 0.183 -3.738
H 3.557 2.483 -0.069
H -3.380 -2.013 2.440
H -1.556 -2.567 1.135
H 2.511 2.401 1.371
H 0.286 1.113 -3.082
H -3.907 -0.350 -1.665
H -0.004 -0.194 -4.272
H 5.847 -1.267 1.510
```

Results
**SMILES**: COc1ccc(OC)c(Nc2nc(N)nc(CSc3nnc(N)s3)n2)c1
**Total energy**: -1928.02843 a.u.
**E_HOMO**: -0.2867 hartree
**Orbital gap**: 0.309 Eh

This record from the OMol25 dataset describes a molecular structure, C4H6O2. The level of theory is ωB97M-V/def2-TZVPD.

Geometry as XYZ:
```
12
Properties=species:S:1:pos:R:3
O 1.643 -0.959 -0.908
O -0.515 2.005 0.362
C -0.888 0.776 0.585
C -0.592 0.200 -0.807
C 0.553 -0.471 -0.335
C 0.292 -0.210 1.123
H -1.874 0.546 1.035
H 0.113 -1.082 1.760
H -0.617 -1.101 -0.698
H 1.089 0.422 1.512
H -0.882 0.567 -1.787
H 1.678 -0.693 -1.842
```

Results
**Total energy**: -306.30909 a.u.
**E_HOMO**: -0.2876 hartree
**Orbital gap**: 0.292 Eh

This record from the OMol25 dataset describes C4H9NO3 in the gas phase. The level of theory is ωB97M-V/def2-TZVPD.

Geometry as XYZ:
```
17
Properties=species:S:1:pos:R:3
O -1.377 2.160 -1.535
O 0.809 1.417 -1.748
O 2.110 -1.134 -0.029
N -0.765 0.882 0.061
C -0.245 1.344 -1.156
C -0.845 -1.576 0.529
C -0.103 -0.221 0.820
C 1.461 -0.224 0.868
H -0.261 0.158 1.889
H 1.907 0.893 0.599
H -1.700 0.997 0.283
H 1.661 -0.989 -0.915
H -0.422 -2.507 0.866
H -1.120 2.790 -2.335
H -1.918 -1.508 0.682
H 1.614 -0.713 1.758
H -0.806 -1.770 -0.637
```

Results
**SMILES**: C[C@@H](CO)NC(=O)O
**Total energy**: -438.24702 a.u.
**E_HOMO**: -0.3743 hartree
**Orbital gap**: 0.397 Eh

This record from the OMol25 dataset describes 8 unconnected molecules or ions with the total composition C5H26O8. The level of theory is ωB97M-V/def2-TZVPD.

Geometry as XYZ:
```
39
Properties=species:S:1:pos:R:3
O 0.422 -0.035 0.007
O -2.026 -3.505 -1.788
O 1.626 2.987 3.617
O -1.161 2.158 -0.540
O 3.859 2.324 0.227
O 2.774 0.174 -1.433
O 1.150 -2.527 -1.896
O -0.220 -1.547 2.101
C 2.892 3.218 -0.290
C -3.021 -3.166 0.385
C -3.043 -1.342 -1.449
C -2.344 -2.509 -0.807
C 1.017 2.645 2.385
H 1.606 2.259 4.240
H -2.712 -1.042 -2.442
H -1.352 -2.169 -0.483
H 0.418 -1.995 -1.551
H 3.701 1.488 -0.231
H 1.210 -3.274 -1.292
H -2.974 -0.444 -0.832
H -1.037 -1.161 2.428
H 0.101 2.082 2.580
H -0.813 2.560 -1.345
H -3.769 -3.917 0.122
H 1.380 0.128 -0.029
H 0.776 3.581 1.884
H 1.690 2.076 1.742
H -1.568 -4.226 -1.347
H 2.630 -0.674 -1.880
H -2.255 -3.703 0.951
H 0.069 -0.947 1.354
H -3.497 -2.481 1.089
H 1.983 2.676 -0.587
H -2.035 2.547 -0.429
H 2.523 3.921 0.452
H 2.931 0.803 -2.148
H -4.114 -1.564 -1.505
H 3.173 3.750 -1.204
H 0.013 0.851 -0.057
```

Results
**SMILES**: CC(C)O.CO.CO.O.O.O.O.O
**Total energy**: -807.96612 a.u.
**E_HOMO**: -0.3672 hartree
**Orbital gap**: 0.365 Eh

This record from the OMol25 dataset describes a molecular structure, ClFO4Sr2. The level of theory is ωB97M-V/def2-TZVPD.

Geometry as XYZ:
```
8
Properties=species:S:1:pos:R:3
Sr 2.049 3.169 1.482
Sr -1.927 -1.826 -1.331
Cl -0.138 0.410 0.415
F 0.125 -3.270 -1.937
O 0.891 1.285 -0.389
O -1.454 0.733 -0.039
O 0.083 -1.072 0.099
O 0.372 0.571 1.700
```

Results
**Total energy**: -921.93171 a.u.
**E_HOMO (spin up / spin down)**: -0.3316 / -0.4635 hartree
**Orbital gap (spin up / spin down)**: 0.161 / 0.293 Eh
**Multiplicity**: 2
**Charge**: +1

This record from the OMol25 dataset describes a molecular structure, C19H23NO6. The level of theory is ωB97M-V/def2-TZVPD.

Geometry as XYZ:
```
49
Properties=species:S:1:pos:R:3
O -0.712 -1.315 1.389
O 4.712 -1.323 -0.942
O 2.721 2.014 1.514
O 4.559 1.509 0.207
O 0.044 -2.997 0.407
O -4.056 -1.314 2.611
N -3.824 0.864 -1.286
C -2.409 -0.913 -0.802
C -2.748 0.173 -1.685
C -3.155 -0.633 0.454
C 2.415 -1.518 -0.172
C 2.491 0.865 1.176
C 0.216 -1.874 0.864
C -4.046 0.571 0.046
C 5.944 0.903 -0.348
C -4.557 2.099 -1.750
C 4.613 -2.499 -1.487
C 1.370 -1.078 0.556
C -3.095 -1.168 1.592
C 1.337 0.029 1.446
C 1.703 2.697 2.548
C 3.638 -0.803 -0.255
C -5.138 0.937 0.992
C -1.824 -2.206 1.803
C 3.594 0.707 0.382
C -2.235 0.572 -3.047
H -3.900 2.892 -1.719
H 0.605 0.573 1.752
H 2.143 3.668 2.793
H 5.559 -2.556 -2.170
H 6.564 2.048 -0.010
H -5.234 2.217 -1.123
H -4.859 1.607 -2.808
H -1.801 -3.207 1.136
H 3.942 -2.440 -2.358
H -5.173 0.646 1.861
H -3.033 0.204 -3.996
H 1.624 2.153 3.308
H -6.002 0.842 0.582
H -4.747 2.080 1.090
H -1.457 -0.292 -3.022
H 5.855 0.885 -1.437
H 4.528 -3.179 -0.689
H -1.909 -2.812 2.831
H -1.936 1.436 -3.186
H 2.270 -2.423 -0.372
H 6.290 0.183 0.383
H 0.780 2.776 1.865
H -1.667 -1.599 -0.923
```

Results
**Total energy**: -1243.34964 a.u.
**E_HOMO**: -0.2642 hartree
**Orbital gap**: 0.270 Eh

Q: What is the total energy in the eighth record?
A: -1243.34964 a.u.

Q: What is the formula in the seventh record?
A: ClFO4Sr2

Q: Among the records above, which one has the lowest total energy?
A: C34H25F3InN6O2S